Record 1
This record from OMol25 describes a molecular structure, C4H12N4O in a non-equilibrium geometry. The level of theory is wB97M-V/def2-TZVPD.

Values from the calculation:
E_HOMO: -8.12 eV
Energy above the lowest of the compared OMol25 structures with the same formula, charge and spin: 125.53 kcal/mol
Maximum force: 0.0580 hartree/bohr
HOMO-LUMO gap: 8.9 eV

Positions of all 21 atoms, in Å:
1 O 1.6443 0.2627 -1.1988
2 N 0.5004 0.5812 -0.4316
3 N -0.6325 -0.9298 1.2506
4 N -2.0431 0.0980 -0.6943
5 N 0.7781 0.4072 2.5171
6 C 0.3371 1.9997 -0.2094
7 C -0.8602 -0.4009 -0.5997
8 C -0.5136 -1.6049 -1.4486
9 C 0.7056 -0.4188 1.5260
10 H 0.3394 -2.1368 -1.0240
11 H -2.1914 0.9068 -0.0943
12 H -0.2468 -1.2965 -2.4589
13 H 1.0993 2.5910 -0.7196
14 H -0.6509 2.3620 -0.5118
15 H 1.3863 0.4187 -2.1220
16 H -1.3568 -2.2976 -1.5016
17 H 0.4845 2.2147 0.8547
18 H -1.2978 -0.3389 1.7480
19 H 1.5016 -1.0968 1.1935
20 H 1.7503 0.6181 2.7385
21 H -0.7338 -1.9391 1.1863

natural (NBO) charges in e:
1 O -0.563
2 N -0.227
3 N -0.760
4 N -0.821
5 N -0.749
6 C -0.460
7 C 0.516
8 C -0.683
9 C 0.301
10 H 0.213
11 H 0.333
12 H 0.232
13 H 0.218
14 H 0.202
15 H 0.450
16 H 0.239
17 H 0.214
18 H 0.418
19 H 0.173
20 H 0.346
21 H 0.409

---

Record 2
This record from OMol25 describes 6 unconnected molecules or ions with the total composition C16H18Cl8F2 in a non-equilibrium geometry. The level of theory is wB97M-V/def2-TZVPD.

Values from the calculation:
E_HOMO: -9.24 eV
Energy above the lowest of the compared OMol25 structures with the same formula, charge and spin: 7.05 kcal/mol
Maximum force: 0.0277 hartree/bohr
HOMO-LUMO gap: 9.7 eV

Positions of all 44 atoms, in Å:
1 Cl -2.7347 2.5524 0.4105
2 Cl 2.0441 3.9000 2.7699
3 Cl -0.7248 -2.8974 0.8129
4 Cl -0.5796 2.6941 3.3589
5 Cl -3.2146 -4.4575 0.9086
6 Cl 2.4445 0.5640 1.1126
7 Cl -2.8266 2.8582 -2.5093
8 Cl 0.9814 0.8403 -1.4790
9 F -0.4813 2.4101 -7.5983
10 F 0.7563 -0.8282 7.7221
11 C -0.2795 1.2167 -7.0196
12 C -0.3123 1.1654 -5.6229
13 C 1.0833 0.0662 0.0980
14 C -1.6947 -4.0890 1.7198
15 C 0.9378 -1.0772 6.4070
16 C 0.0149 -1.1257 -7.1173
17 C 0.9626 -2.6153 4.5752
18 C 1.4183 -0.2621 4.2360
19 C -0.1477 -0.0447 -4.9882
20 C -0.1103 0.0811 -7.7966
21 C 1.2908 -1.5532 3.7400
22 C 0.0271 -1.2202 -5.7390
23 C 1.2621 -0.0091 5.5857
24 C 0.3488 3.7072 2.2424
25 C -2.0762 3.4075 -0.9638
26 C 0.7905 -2.3623 5.9267
27 H -0.0909 4.6946 2.2627
28 H 1.7377 0.5612 3.6110
29 H 0.7780 -3.5902 4.1463
30 H -0.4074 2.0837 -5.0588
31 H 1.4627 -1.7041 2.6827
32 H 0.4041 3.2094 1.2829
33 H -1.8901 -3.7237 2.7236
34 H 1.2311 -1.0029 -0.0094
35 H 0.1733 -2.0518 -7.6599
36 H -0.1350 0.1744 -8.8719
37 H 0.5578 -3.1649 6.6160
38 H -1.0785 -4.9757 1.8352
39 H -2.2104 4.4754 -0.8337
40 H -0.2651 -0.1839 -3.9213
41 H 0.0852 -2.1455 -5.1854
42 H 0.1685 0.2467 0.6548
43 H 1.3205 0.9860 6.0047
44 H -1.0217 3.1900 -1.0718

natural (NBO) charges in e:
1 Cl -0.005
2 Cl -0.036
3 Cl -0.049
4 Cl -0.021
5 Cl -0.003
6 Cl -0.021
7 Cl -0.040
8 Cl -0.015
9 F -0.323
10 F -0.327
11 C 0.409
12 C -0.294
13 C -0.408
14 C -0.393
15 C 0.399
16 C -0.190
17 C -0.202
18 C -0.198
19 C -0.187
20 C -0.295
21 C -0.226
22 C -0.233
23 C -0.279
24 C -0.385
25 C -0.395
26 C -0.292
27 H 0.227
28 H 0.228
29 H 0.211
30 H 0.229
31 H 0.211
32 H 0.217
33 H 0.226
34 H 0.224
35 H 0.215
36 H 0.232
37 H 0.228
38 H 0.221
39 H 0.222
40 H 0.218
41 H 0.217
42 H 0.231
43 H 0.233
44 H 0.219

---

Record 3
This record from OMol25 describes a single C15H23N5O3 molecule in a non-equilibrium geometry. The level of theory is wB97M-V/def2-TZVPD.

Values from the calculation:
E_HOMO: -8.53 eV
Energy above the lowest of the compared OMol25 structures with the same formula, charge and spin: 83.61 kcal/mol
Maximum force: 0.1017 hartree/bohr
HOMO-LUMO gap: 9.1 eV

Positions of all 46 atoms, in Å:
1 O -2.9590 2.2281 1.3262
2 O 2.2840 2.0361 1.4836
3 O -2.6506 2.8975 -0.7690
4 N 0.0101 1.9544 0.8990
5 N 1.0785 1.8761 -1.7252
6 N 3.0457 -1.2234 2.5334
7 N 1.2344 -1.4373 0.9398
8 N 3.5669 -1.4125 0.4364
9 C -5.1467 -1.9574 -0.2593
10 C 3.6300 -0.3126 -1.7248
11 C -1.1576 1.3368 0.1781
12 C 3.3485 1.0114 -0.8962
13 C 3.4199 -1.6383 -0.9681
14 C -5.1702 -0.8641 0.5745
15 C -4.0443 -0.1041 0.7573
16 C -2.4173 2.1975 0.2722
17 C -2.8474 -1.6048 -0.7212
18 C -4.0443 -2.3139 -0.9804
19 C -2.8501 -0.5002 0.1560
20 C -1.5704 -0.0103 0.6308
21 C 1.7477 1.1889 -0.6630
22 C 1.4048 1.7750 0.7087
23 C 2.4878 -1.2854 1.2658
24 H 2.4760 -2.1975 -1.0304
25 H -1.4502 0.0273 1.7399
26 H 1.6968 1.7614 -2.5290
27 H 3.8491 0.8471 0.0752
28 H -6.0339 -0.5805 1.1786
29 H 1.3629 0.1726 -0.5580
30 H 3.6899 1.9556 -1.3444
31 H 4.5408 -0.2932 -2.2890
32 H 4.3884 -1.5883 0.9755
33 H 0.6598 -1.4776 1.6849
34 H -0.2775 2.2642 1.8854
35 H 2.8956 -0.5803 -2.6000
36 H -0.8474 1.2926 -0.8963
37 H -4.0177 -3.0844 -1.7510
38 H -3.4383 3.5173 -0.6603
39 H -4.1327 0.7803 1.3033
40 H 2.4195 -1.1999 3.2928
41 H -0.9510 -0.8295 0.2941
42 H 4.0352 -1.0016 2.5529
43 H -1.9952 -1.7354 -1.3667
44 H -6.1216 -2.4122 -0.4562
45 H 0.6763 2.8048 -1.5293
46 H 4.1750 -2.2805 -1.4267

natural (NBO) charges in e:
1 O -0.619
2 O -0.602
3 O -0.648
4 N -0.658
5 N -0.875
6 N -0.842
7 N -0.838
8 N -0.630
9 C -0.221
10 C -0.420
11 C -0.155
12 C -0.423
13 C -0.238
14 C -0.207
15 C -0.202
16 C 0.813
17 C -0.195
18 C -0.215
19 C -0.042
20 C -0.455
21 C -0.176
22 C 0.713
23 C 0.617
24 H 0.232
25 H 0.216
26 H 0.378
27 H 0.239
28 H 0.210
29 H 0.233
30 H 0.214
31 H 0.209
32 H 0.382
33 H 0.342
34 H 0.403
35 H 0.199
36 H 0.255
37 H 0.217
38 H 0.504
39 H 0.237
40 H 0.397
41 H 0.254
42 H 0.385
43 H 0.211
44 H 0.208
45 H 0.387
46 H 0.206

---

Record 4
This record from OMol25 describes a single C5H7N3S molecule in a non-equilibrium geometry. The level of theory is wB97M-V/def2-TZVPD.

Values from the calculation:
E_HOMO: -8.39 eV
Energy above the lowest of the compared OMol25 structures with the same formula, charge and spin: 14.25 kcal/mol
Maximum force: 0.1011 hartree/bohr
HOMO-LUMO gap: 7.7 eV

Positions of all 16 atoms, in Å:
1 S -2.5913 -1.8767 0.3663
2 N -1.8088 2.4296 -0.1741
3 N -3.3156 0.6915 0.1091
4 N -1.0992 0.2028 -0.4563
5 C -0.8172 1.5446 -0.2019
6 C -0.0411 -0.8000 -0.8148
7 C -2.4166 -0.2392 0.1086
8 C 0.6260 -1.3218 0.3754
9 C -3.0034 1.9571 -0.0983
10 H 0.4346 -0.6436 1.2522
11 H -3.7226 2.7239 -0.1271
12 H 0.2552 1.7960 -0.0872
13 H 0.5995 -0.1914 -1.4499
14 H 0.2137 -2.2732 0.9075
15 H -0.6096 -1.5130 -1.5361
16 H 1.6037 -1.5842 0.2495

natural (NBO) charges in e:
1 S -0.161
2 N -0.513
3 N -0.510
4 N -0.381
5 C 0.343
6 C -0.226
7 C 0.237
8 C -0.655
9 C 0.320
10 H 0.223
11 H 0.188
12 H 0.205
13 H 0.204
14 H 0.252
15 H 0.253
16 H 0.221